Entry 1:
Formula: CHCl2F2P
Source: the Open Molecules 2025 dataset
Level of theory: ωB97M-V/def2-TZVPD

The calculation puts the lowest unoccupied orbital energy (spin up / spin down) at -0.645 / -0.838 eV. The spin multiplicity is 1. The value obtained for the gap between HOMO and LUMO (spin up / spin down) is 7.8 / 8.0 eV. As for the relative energy (zero: lowest compared OMol25 entry of this formula, charge and spin): 3.113 eV.

Each line ends with the Mulliken charge.
Atoms and positions in Å:
C  -0.860  -0.748  -1.812  -0.115
F  1.097  -0.194  2.674  -0.211
F  0.290  1.837  1.473  -0.228
P  1.691  1.081  1.879  0.437
Cl  -0.055  -1.940  -0.814  -0.118
Cl  -0.188  0.780  -1.425  -0.084
H  -1.974  -0.817  -1.974  0.318

---

Entry 2:
Formula: CHCl2F3Si
Source: the Open Molecules 2025 dataset
Level of theory: ωB97M-V/def2-TZVPD

The calculation puts the lowest unoccupied orbital energy (spin up / spin down) at 0.486 / -4.977 eV. The spin multiplicity is 3. The value obtained for the gap between HOMO and LUMO (spin up / spin down) is 6.2 / 6.6 eV. As for the expectation value of S²: 2.005.

Each line ends with the Mulliken charge.
Atoms and positions in Å:
C  0.934  0.163  -0.067  -0.277
F  -1.323  -1.281  1.399  -0.252
F  -1.266  -1.156  -1.280  -0.252
F  -1.818  0.823  0.155  -0.192
Si  -0.886  -0.434  0.099  0.776
Cl  1.405  1.190  -1.450  -0.002
Cl  1.141  1.173  1.390  -0.137
H  1.812  -0.478  -0.247  0.338

---

Entry 3:
Formula: CHCl2FS
Source: the Open Molecules 2025 dataset
Level of theory: ωB97M-V/def2-TZVPD

The calculation puts the lowest unoccupied orbital energy at 0.328 eV. The spin multiplicity is 1. The value obtained for the gap between HOMO and LUMO is 10.4 eV. As for the relative energy (zero: lowest compared OMol25 entry of this formula, charge and spin): 0.154 eV. The SMILES is FC(S)(Cl)Cl.

Each line ends with the Mulliken charge.
Atoms and positions in Å:
F  1.729  -0.002  1.549  -0.126
C  1.976  0.058  0.247  0.353
S  0.474  0.855  -0.544  -0.134
Cl  2.086  -1.691  -0.387  -0.145
Cl  3.352  0.917  -0.178  -0.096
H  -0.034  -0.309  -0.235  0.148

---

Entry 4:
Formula: CHCl2N2O2
Source: the Open Molecules 2025 dataset
Level of theory: ωB97M-V/def2-TZVPD

As for the total charge: -1. The calculation puts the lowest unoccupied orbital energy at 3.545 eV. The spin multiplicity is 1. The value obtained for the gap between HOMO and LUMO is 8.8 eV. As for the relative energy (zero: lowest compared OMol25 entry of this formula, charge and spin): 2.130 eV.

Each line ends with the Mulliken charge.
Atoms and positions in Å:
C  -0.866  0.128  -0.140  0.014
N  0.155  -0.687  -0.091  -0.563
N  1.379  -0.374  0.188  1.022
O  1.726  0.790  0.469  -0.641
O  2.225  -1.295  0.279  -0.677
Cl  -1.967  -0.078  1.234  -0.220
Cl  -1.991  -0.133  -1.507  -0.209
H  -0.660  1.649  -0.432  0.273

---

Entry 5:
Formula: CHCl2NO3S
Source: the Open Molecules 2025 dataset
Level of theory: ωB97M-V/def2-TZVPD

The calculation puts the lowest unoccupied orbital energy at -0.252 eV. The spin multiplicity is 1. The value obtained for the gap between HOMO and LUMO is 11.2 eV. As for the relative energy (zero: lowest compared OMol25 entry of this formula, charge and spin): 1.851 eV.

Each line ends with the Mulliken charge.
Atoms and positions in Å:
C  0.209  0.823  1.801  0.650
N  -0.671  0.533  -1.363  -0.402
O  -0.381  1.337  2.693  -0.365
O  1.503  -0.569  -1.052  -0.431
O  -0.448  -1.942  -1.604  -0.443
S  0.126  -0.708  -1.249  0.823
Cl  1.505  1.278  0.820  -0.037
Cl  -0.288  -0.770  1.281  -0.100
H  -1.555  0.018  -1.328  0.303

---

Entry 6:
Formula: CHCl2O2P
Source: the Open Molecules 2025 dataset
Level of theory: ωB97M-V/def2-TZVPD

The calculation puts the lowest unoccupied orbital energy at -0.231 eV. The spin multiplicity is 1. The value obtained for the gap between HOMO and LUMO is 9.9 eV. As for the relative energy (zero: lowest compared OMol25 entry of this formula, charge and spin): 4.711 eV.

Each line ends with the Mulliken charge.
Atoms and positions in Å:
C  -0.281  -0.543  -0.478  -0.040
O  0.613  0.903  1.748  -0.204
O  0.578  1.839  0.641  -0.193
P  1.187  0.383  0.345  0.386
Cl  0.032  -2.223  -0.276  -0.139
Cl  -0.520  -0.051  -2.069  -0.117
H  -1.609  -0.309  0.090  0.307

---

Entry 7:
Formula: CHCl2O2P
Source: the Open Molecules 2025 dataset
Level of theory: ωB97M-V/def2-TZVPD

The calculation puts the lowest unoccupied orbital energy at -0.572 eV. The spin multiplicity is 1. The value obtained for the gap between HOMO and LUMO is 9.9 eV. As for the relative energy (zero: lowest compared OMol25 entry of this formula, charge and spin): 3.855 eV. The SMILES is ClC(Cl)p1oo1.

Each line ends with the Mulliken charge.
Atoms and positions in Å:
Cl  1.070  0.033  -2.206  -0.144
C  0.768  -0.192  -0.515  -0.025
Cl  1.952  0.653  0.581  -0.163
P  0.751  -2.074  -0.286  0.436
O  -0.683  -2.091  0.329  -0.189
O  0.300  -1.970  1.366  -0.239
H  -0.055  0.217  -0.089  0.324

---

Entry 8:
Formula: CHCl2O2S
Source: the Open Molecules 2025 dataset
Level of theory: ωB97M-V/def2-TZVPD

As for the total charge: -1. The calculation puts the lowest unoccupied orbital energy at 3.528 eV. The spin multiplicity is 1. The value obtained for the gap between HOMO and LUMO is 7.3 eV. As for the relative energy (zero: lowest compared OMol25 entry of this formula, charge and spin): 0.000 eV.

Each line ends with the Mulliken charge.
Atoms and positions in Å:
C  -0.022  -0.844  0.043  -0.179
O  2.027  -0.247  -1.580  -0.582
O  -0.234  -0.191  -2.542  -0.582
S  0.775  -0.985  -1.822  0.479
Cl  1.015  -1.572  1.267  -0.214
Cl  -1.629  -1.562  0.118  -0.214
H  -0.118  0.218  0.274  0.291